ORCA calculation (ωB97M-V with the def2-TZVPD basis set) on C8H23ClI2NO2P2W as an isolated structure in a non-equilibrium geometry.

```
40
Properties=species:S:1:pos:R:3:forces:R:3
I -1.935542 0.524456 -5.585443 0.058 1.942 -0.655
I -2.031493 -1.876540 -4.839687 0.089 -1.775 1.020
W -0.278984 0.031929 -0.629426 0.710 2.135 1.296
P 1.831227 -0.611741 -1.339927 4.643 -1.783 -2.144
C 2.333291 -2.350386 -1.053921 -0.364 0.052 0.155
C 2.104578 -0.379442 -3.136186 -0.375 0.145 0.124
H 3.137927 -0.615757 -3.412949 -0.174 0.018 0.154
H 4.159914 0.075974 -1.010367 -0.260 -0.043 -0.003
H 1.878929 0.661637 -3.380989 0.137 -0.101 -0.121
H 2.992391 1.414407 -0.759744 0.206 -0.067 0.050
H 1.629327 -3.018427 -1.557731 0.127 -0.016 0.044
H 1.418878 -1.025309 -3.691133 0.093 0.019 -0.034
C 3.190718 0.354200 -0.582240 -0.450 0.230 0.179
H 3.344274 -2.535101 -1.431709 -0.160 0.133 0.026
H 3.200965 0.176521 0.496390 0.100 0.046 -0.097
H 2.300804 -2.565337 0.017615 0.044 -0.101 -0.089
P -2.324769 0.939500 -0.026331 -5.084 1.882 1.014
C -3.533501 -0.159379 0.803411 0.382 -0.312 -0.014
C -2.190651 2.364972 1.116200 0.600 -0.137 -0.092
H -2.630588 2.341662 -1.957612 -0.214 0.032 -0.019
H -4.188687 2.114454 -1.098499 0.200 -0.130 0.050
H -3.520300 0.814520 -2.129841 -0.076 0.086 0.005
C -3.270215 1.623516 -1.438271 0.434 -0.153 -0.162
H -1.519435 3.099342 0.663499 -0.150 0.073 0.153
H -3.171383 2.815990 1.302570 0.122 -0.212 -0.142
H -4.457127 0.379207 1.039592 0.207 0.046 -0.128
H -3.094582 -0.550044 1.725532 -0.138 0.003 -0.080
H -1.755129 2.029290 2.060981 -0.095 0.113 -0.029
H -3.762903 -1.005031 0.149388 -0.066 0.050 0.096
Cl 0.260077 2.195843 -1.477537 -0.623 -2.525 0.910
N 2.020141 -0.737134 3.598143 1.298 0.047 0.125
C 0.561003 -0.692340 3.531227 -1.577 0.153 0.829
C 0.093469 -0.729957 2.110879 -3.650 -4.380 -2.770
O -0.634539 -1.742513 1.696943 3.140 4.595 0.880
O 0.397113 0.230061 1.262928 0.159 -0.262 -0.071
H 2.370688 -1.612780 3.143187 0.009 0.753 0.541
H 2.314363 -0.738325 4.601932 0.096 -0.001 -0.754
H 2.429983 0.097531 3.122830 0.008 -0.679 0.485
H 0.147553 -1.570517 4.076240 0.228 0.593 -0.520
H 0.182215 0.231048 4.020059 0.367 -0.471 -0.210
```
Forces are in eV/Å.

Values from the calculation:
⟨S²⟩   2.12
Energy above the lowest of the compared OMol25 structures with the same formula, charge and spin   0.0 kcal per mole
Charge   +3
2S+1   3
Largest force on an atom   0.1233 hartree/bohr
LUMO energy (spin up / spin down)   -13.1 / -13.1 eV
Frontier orbital gap (spin up / spin down)   3.83 / 3.40 eV

ORCA calculation (ωB97M-V with the def2-TZVPD basis set) on C8H23INO5Zn as an isolated structure in a non-equilibrium geometry.

```
39
Properties=species:S:1:pos:R:3:forces:R:3
Zn -0.178635 -1.298046 -0.484852 -0.097 1.226 -0.356
I -2.085988 -3.038592 -0.115797 -0.348 -0.615 0.164
C 0.172501 0.445266 -4.477445 -0.023 -0.187 0.614
C 0.562137 -0.139521 -3.108625 1.729 1.158 0.068
C 0.873701 0.919764 -2.055605 -0.214 0.596 0.422
O 1.106258 0.319611 -0.732747 -1.636 0.035 -2.514
C 2.285098 0.663235 -0.101061 2.417 -0.013 0.307
N -0.412596 -1.127744 -2.628599 0.275 0.519 0.192
H -0.402044 -0.340218 -4.968381 0.306 0.100 -0.585
H 1.071704 0.725413 -5.026126 -0.228 -0.170 -0.201
H -0.478233 1.318560 -4.432663 -0.024 0.078 0.266
H 1.559179 -0.568205 -3.209766 -0.262 -0.904 -0.199
H 0.132406 1.709124 -1.931111 -0.513 -0.256 0.089
H 1.728475 1.486902 -2.424139 0.401 -0.311 0.302
H 3.085322 0.017191 -0.462128 0.162 -0.340 0.204
H 2.174979 0.526099 0.974650 0.062 0.377 -0.261
H 2.649635 1.647612 -0.394715 -0.529 0.319 0.438
H -0.373707 -1.894141 -3.285275 0.032 -0.622 0.095
H -1.261356 -0.647238 -2.890926 -0.932 -0.305 0.369
C 0.855732 -1.849555 2.393042 0.309 -0.947 1.017
C 0.084969 -1.814580 3.718449 -0.714 -0.233 0.364
O 0.227936 -0.606529 4.487216 0.040 -0.628 -1.476
O 0.385781 -0.921142 1.412702 0.215 -1.127 0.506
H 0.852037 -2.828858 1.914438 -0.371 -0.211 0.245
H 1.907114 -1.706475 2.642504 0.237 0.542 -0.315
H 0.342841 -2.661907 4.353779 0.607 -0.200 -0.205
H -0.978858 -1.997747 3.567387 -0.194 0.497 -0.223
H 1.177922 -0.513547 4.589586 0.239 0.299 0.514
H 0.200208 -0.110195 1.891807 -0.513 1.423 -0.049
C -1.580470 2.086983 1.532727 -2.147 -2.215 -2.034
C -2.237257 0.859569 0.778015 -0.780 0.462 2.613
O -1.582182 0.351535 -0.369838 -0.211 0.487 -0.466
O -0.384288 1.618361 2.032110 1.382 0.239 0.345
H -2.265566 2.319482 2.348016 -0.152 0.350 -0.195
H -1.545070 2.854644 0.759718 0.548 0.634 0.423
H -3.282562 1.085908 0.567780 0.045 0.187 -0.332
H -2.291467 0.034781 1.488578 0.168 -0.078 0.103
H -1.970234 0.856202 -1.088392 0.283 -0.094 -0.515
H -0.125421 2.217997 2.735690 0.432 -0.074 0.264
```
Forces are in eV/Å.

Values from the calculation:
⟨S²⟩   0.75
Charge   +2
2S+1   2
Largest force on an atom   0.0719 hartree/bohr
LUMO energy (spin up / spin down)   -6.6 / -10.9 eV
Frontier orbital gap (spin up / spin down)   9.85 / 5.46 eV

ORCA calculation (ωB97M-V with the def2-TZVPD basis set) on C8H23N2SbSr as an isolated structure.

```
35
Properties=species:S:1:pos:R:3:forces:R:3
Sr 0.090221 0.256019 0.711081 -0.324 0.012 -0.501
N 2.698733 0.136883 -0.202175 -0.037 -0.119 0.324
C 2.952744 0.286669 1.243880 -0.097 -0.036 -0.119
C 2.525068 -1.019832 1.952908 0.092 0.275 0.207
C 1.894693 -0.929770 3.381849 0.071 0.144 -0.181
C 1.406356 0.420381 3.925479 -0.092 -0.123 0.024
N 0.101404 0.823801 3.362125 0.220 -0.251 -0.129
H 3.152577 -0.698471 -0.552434 0.042 0.060 -0.099
H 3.039722 0.932204 -0.727859 0.009 -0.002 -0.003
H 2.364966 1.156787 1.569877 0.101 -0.110 0.076
H 3.993641 0.535529 1.464106 0.010 -0.075 0.112
H 3.412654 -1.648597 2.027862 -0.051 -0.096 -0.029
H 1.862826 -1.579049 1.278564 0.046 0.058 0.093
H 2.632847 -1.306030 4.089304 -0.039 -0.004 0.064
H 1.046524 -1.618347 3.430248 0.078 -0.114 0.048
H 2.135934 1.202996 3.717483 -0.034 0.058 0.033
H 1.334169 0.316419 5.011692 0.133 0.074 0.022
H -0.134967 1.777144 3.610766 0.043 0.016 0.003
H -0.629990 0.234786 3.750233 -0.038 0.041 0.010
C 1.518045 4.968683 -0.194789 -0.341 -0.279 0.067
Sb -0.017438 3.395780 0.001505 0.212 0.187 -0.066
C -1.062993 3.972819 -1.754939 -0.034 -0.040 -0.057
C -1.212728 4.514496 1.380955 -0.088 0.041 -0.040
H 1.055566 5.924541 -0.441104 0.014 0.012 0.006
H 2.215042 4.692592 -0.986035 0.031 0.020 0.004
H 2.061354 5.058027 0.746334 0.040 0.029 -0.018
H -1.242561 5.047839 -1.751902 -0.007 0.004 0.009
H -1.994562 3.411612 -1.745442 -0.015 0.022 -0.057
H -0.492406 3.701006 -2.641865 0.000 -0.017 0.000
H -1.358213 5.520845 0.988070 -0.001 -0.007 -0.007
H -0.740345 4.590094 2.360023 0.014 -0.051 0.005
H -2.178218 4.019823 1.471122 0.000 0.005 0.054
C -1.930461 0.382860 -0.359978 -0.272 0.184 0.348
H -2.390084 0.449633 0.683792 0.202 -0.020 -0.101
H -2.828821 0.335027 -0.991839 0.110 0.100 -0.105
```
Forces are in eV/Å.

Values from the calculation:
Energy above the lowest of the compared OMol25 structures with the same formula, charge and spin   3.9 kcal per mole
Charge   0
2S+1   1
Largest force on an atom   0.0116 hartree/bohr
LUMO energy   0.0 eV
Frontier orbital gap   4.03 eV

ORCA calculation (ωB97M-V with the def2-TZVPD basis set) on C8H24AgO8 as an isolated structure.

```
41
Properties=species:S:1:pos:R:3:forces:R:3
Ag -0.218968 -0.447792 -0.010191 -0.312 0.234 -0.435
C 0.312686 -2.842024 -2.183644 0.416 0.164 0.478
C 1.282547 -3.302163 -1.092430 -0.666 0.392 0.256
O 1.045084 -2.529951 0.107677 0.133 -0.092 -0.070
O 0.284905 -1.410440 -2.266088 0.010 -0.463 -0.063
H -0.691593 -3.164474 -1.917735 -0.101 0.099 -0.196
H 0.625170 -3.272408 -3.136389 -0.190 -0.103 -0.040
H 2.310824 -3.124427 -1.409266 0.079 -0.160 0.116
H 1.096365 -4.348896 -0.859042 0.312 -0.139 -0.270
H 0.814195 -3.104241 0.843506 0.104 -0.120 -0.162
H 1.177984 -1.120687 -2.482741 -0.002 0.211 -0.077
C -2.568434 1.907309 -0.250782 0.168 -0.267 -0.506
C -2.833730 3.343896 -0.590574 -0.105 0.567 0.329
O -3.371077 3.335107 -1.904385 0.043 0.049 0.014
O -1.617396 1.329415 -1.168378 -0.154 0.266 0.530
H -3.509926 1.360839 -0.354993 -0.016 -0.025 0.244
H -2.169865 1.796767 0.755317 0.029 -0.004 0.015
H -1.937393 3.973339 -0.525853 0.145 -0.278 -0.144
H -3.532820 3.771410 0.140764 -0.141 -0.178 -0.113
H -3.556422 4.237176 -2.180737 0.002 -0.021 -0.064
H -1.915327 1.608088 -2.042429 0.074 -0.140 -0.187
C -0.883109 -1.174211 2.847315 0.278 0.284 0.649
C -2.292173 -0.808342 2.479686 -0.258 -0.710 0.034
O -2.500477 -1.193159 1.119471 0.075 0.189 0.034
O 0.008791 -0.141705 2.401756 -0.103 -0.158 0.175
H -0.587436 -2.123371 2.397421 -0.195 -0.071 -0.111
H -0.821098 -1.308378 3.930993 0.074 0.185 -0.040
H -2.457296 0.259528 2.631484 0.035 0.059 -0.050
H -2.968089 -1.359540 3.141208 -0.039 0.040 -0.108
H -3.429318 -1.395852 0.978628 -0.025 0.090 -0.128
H 0.664492 0.024681 3.083974 0.143 0.058 -0.113
C 4.018476 1.345651 -0.566110 0.173 -0.559 -0.199
C 2.779316 0.925626 0.203556 -0.056 0.627 -0.370
O 1.588123 1.047295 -0.585034 0.162 -0.220 -0.124
O 5.165495 1.185916 0.249054 -0.129 0.239 -0.038
H 3.917004 2.393627 -0.853801 0.213 0.079 0.092
H 4.138756 0.761079 -1.485922 -0.205 0.058 -0.033
H 2.720006 1.601261 1.060487 -0.103 -0.345 0.258
H 2.829872 -0.121269 0.494711 0.047 0.014 0.227
H 1.624270 1.811640 -1.168844 -0.021 0.118 0.122
H 5.457604 0.273684 0.168370 0.106 0.032 0.065
```
Forces are in eV/Å.

Values from the calculation:
Energy above the lowest of the compared OMol25 structures with the same formula, charge and spin   0.0 kcal per mole
Charge   +1
2S+1   1
Largest force on an atom   0.0158 hartree/bohr
LUMO energy   -2.4 eV
Frontier orbital gap   10.39 eV

ORCA calculation (ωB97M-V with the def2-TZVPD basis set) on C8H24F24Li2N4O28S8 as an isolated structure in a non-equilibrium geometry.

```
98
Properties=species:S:1:pos:R:3:forces:R:3
Li 2.445491 0.782409 -0.194043 1.076 0.481 -0.210
Li -1.338949 1.783129 3.968307 0.527 -1.148 -0.153
C 6.488071 -2.323991 -1.403193 -0.849 -1.399 0.545
F 7.736231 -2.125211 -1.766933 0.108 0.637 0.182
F 5.711351 -1.256201 -1.644323 0.514 0.154 0.130
F 6.013811 -3.318051 -2.174143 0.030 0.197 0.615
S 6.361811 -2.757301 0.510687 2.091 -0.722 -0.336
O 6.516211 -1.496651 1.182667 0.248 0.391 -0.254
O 5.094771 -3.431621 0.732027 1.242 0.714 -0.541
N 7.875841 -3.646821 0.717187 -2.888 2.995 -0.487
S 7.373831 -5.074931 1.032047 -1.542 -3.824 3.764
O 6.681741 -5.288851 2.318017 1.103 0.827 -1.214
O 6.716261 -5.715051 -0.056603 0.219 -0.632 -1.400
C 8.998681 -5.973281 1.409007 -1.252 0.487 -1.325
F 9.802401 -5.724221 0.411457 1.728 0.874 -1.465
F 9.516271 -5.545631 2.522017 0.556 0.489 1.287
F 8.933471 -7.292361 1.442667 -0.992 -0.799 0.553
C -6.114439 0.194469 -4.404143 -0.454 1.204 0.642
F -7.277389 -0.459051 -4.586263 0.498 -0.205 -1.143
F -6.064129 0.381799 -3.114743 0.081 0.656 1.619
F -5.044129 -0.501741 -4.695143 0.231 -0.998 -1.167
S -6.092789 1.870199 -5.282143 -1.107 0.317 -1.938
O -6.148479 1.560709 -6.724743 1.382 0.109 2.115
O -7.315459 2.564209 -4.859803 1.924 -1.213 0.172
N -4.547489 2.465829 -4.707523 -1.733 -3.551 -3.018
S -4.960599 3.554049 -3.748623 -1.918 4.829 2.823
O -5.662729 4.634599 -4.445883 1.485 0.082 0.659
O -5.649449 3.110859 -2.561733 0.659 -0.065 0.536
C -3.274099 4.339649 -3.029243 -1.252 -2.209 -0.955
F -2.417109 4.467289 -3.994413 1.342 0.075 -1.818
F -3.424629 5.510579 -2.506133 -1.018 1.395 0.963
F -2.713129 3.533199 -2.119753 -0.168 -0.415 0.484
C -5.031459 2.773409 4.602227 2.774 0.756 -1.433
F -4.929099 1.598739 5.162947 0.319 -0.702 0.937
F -6.277989 3.097809 4.528307 -0.694 0.774 0.224
F -4.259509 3.702459 5.280847 -1.458 -1.268 -0.462
S -4.336019 2.610409 2.784537 -3.711 -0.097 -1.040
O -4.745829 1.274579 2.358307 1.490 1.316 1.105
O -5.117309 3.652009 2.083637 2.506 -1.747 1.398
N -2.602719 2.772959 2.934467 -3.420 -1.760 1.204
S -2.447899 4.229769 2.470907 -0.648 7.250 -0.113
O -2.461569 4.272559 1.047707 0.845 0.341 -0.765
O -3.287179 5.297709 3.118647 2.622 -2.712 -0.571
C -0.639189 4.634999 3.015627 -2.029 1.069 -2.450
F 0.026011 3.546909 2.637607 1.163 0.269 0.093
F -0.195279 5.773199 2.327547 -0.483 -2.240 1.188
F -0.514039 4.839439 4.291607 0.407 0.097 0.957
C 2.045301 -2.326611 -1.580843 0.846 1.064 -0.164
F 1.618781 -3.093541 -2.547473 -0.175 -0.065 -0.209
F 3.021541 -2.990481 -0.922553 -1.234 0.854 -0.043
F 2.630201 -1.198571 -2.115693 -0.743 -0.990 0.563
S 0.472511 -1.856261 -0.556803 -1.427 0.143 -1.993
O -0.668389 -1.781951 -1.486153 2.753 0.755 1.569
O 0.319511 -2.974561 0.320517 1.139 0.286 0.959
N 0.921501 -0.271061 0.052037 -0.632 -3.636 -0.755
S -0.255159 0.142969 1.013257 -3.113 -0.282 0.548
O -1.180139 -0.937441 1.362937 1.253 1.231 -0.873
O 0.241341 0.911309 2.132257 0.060 0.351 -0.373
C -1.320009 1.285429 -0.172023 -0.622 -0.357 1.037
F -0.777189 2.491669 -0.160693 -0.014 0.271 0.301
F -1.376669 0.890799 -1.422643 0.598 -0.639 -0.311
F -2.586859 1.267489 0.269317 0.872 0.394 0.269
O 3.508531 1.451599 -1.919603 -0.195 0.019 0.335
H 3.559281 2.298289 -2.363183 -0.169 0.292 -0.013
H 4.215311 0.935089 -2.306763 0.167 -0.395 -0.001
O -4.217989 -1.300181 2.128647 0.415 -0.781 0.433
H -4.532819 -0.405551 2.258077 -0.195 0.420 -0.032
H -3.968609 -1.335591 1.205177 0.119 -0.064 -0.277
O -2.559439 -4.557481 -0.180623 -0.245 -0.128 -0.180
H -2.596439 -4.873541 0.722137 0.014 -0.096 0.199
H -2.015739 -3.770871 -0.137403 0.264 0.289 -0.046
O 0.507101 -6.554331 0.405587 -0.454 -0.349 0.077
H 1.311921 -6.712741 -0.087763 0.424 0.113 0.078
H 0.469841 -5.603041 0.504977 0.020 0.286 -0.037
O 3.504631 -5.678931 0.276387 -0.655 -0.544 -0.052
H 3.826971 -5.622191 -0.623123 0.349 0.059 -0.120
H 3.469751 -4.770691 0.576567 0.206 0.110 0.122
O -1.115299 1.628749 -4.422663 0.114 0.258 -0.196
H -0.362679 1.110479 -4.707603 0.083 -0.259 -0.094
H -1.068409 1.614509 -3.466713 -0.172 0.008 0.228
O 0.554111 1.711009 4.881487 -0.367 0.212 0.074
H 0.844071 2.018009 5.740497 -0.023 0.206 0.259
H 1.104911 0.949419 4.700327 0.040 -0.345 -0.377
O -1.855259 -0.214021 3.900447 0.230 0.820 1.014
H -2.428609 -0.618111 3.249127 -0.631 -0.283 -0.817
H -1.513119 -0.949681 4.408367 0.104 -0.107 0.081
O 3.953341 -0.412021 0.697817 -0.867 0.817 -0.224
H 3.871181 -1.346551 0.887887 0.007 -0.467 0.084
H 4.841651 -0.187901 0.975157 0.484 -0.116 0.035
O -1.948209 -2.000341 -3.722983 -0.132 -0.111 -0.586
H -2.838919 -2.337381 -3.626703 -0.245 -0.017 -0.101
H -1.712589 -1.691561 -2.848123 0.052 0.046 0.011
O -0.440359 5.841899 -0.870923 0.453 0.366 -0.125
H -1.035949 5.686919 -0.137783 -0.476 -0.190 0.190
H 0.038851 5.019099 -0.968883 -0.078 -0.253 -0.126
O 2.120011 2.569309 0.929547 0.681 -0.296 -0.458
H 2.173511 2.182519 1.803487 -0.249 -0.173 0.362
H 1.826971 3.467659 1.082227 -0.189 0.195 -0.189
```
Forces are in eV/Å.

Values from the calculation:
Energy above the lowest of the compared OMol25 structures with the same formula, charge and spin   0.0 kcal per mole
Charge   -2
2S+1   1
Largest force on an atom   0.1416 hartree/bohr
LUMO energy   1.8 eV
Frontier orbital gap   6.19 eV

no.,M (g/mol)
1,700.33
2,405.57
3,356.67
4,356.14
5,1350.65